Computed, not measured: 2 unconnected molecules or ions with the total composition C3H10N3O, with the ωB97M-V functional and the def2-TZVPD basis.

Values from the calculation:
**Energy relative to the best compared isomer or geometry (same formula, charge and spin)**: 1.655 eV
**HOMO-LUMO gap**: 6.2 eV
**LUMO**: 3.756 eV
**Charge**: -1

The geometry in XYZ format:
```
17
C3H10N3O (the ωB97M-V functional and the def2-TZVPD basis)
O -1.086 0.328 -1.504
N 2.191 0.682 0.427
N 2.370 -1.679 0.240
N -3.007 0.044 -0.169
C 2.864 -0.366 0.276
C -2.188 0.936 -1.073
C 0.806 0.563 0.850
H 0.705 -0.087 1.734
H 2.953 -2.361 0.701
H 1.398 -1.760 0.507
H -3.991 0.073 -0.436
H -2.869 1.281 -1.901
H -1.958 1.859 -0.479
H 0.172 0.145 0.038
H 0.406 1.540 1.093
H -2.712 -0.891 -0.442
H 3.946 -0.309 0.136
```

***

Computed, not measured: 2 unconnected molecules or ions with the total composition C3H10N3O in a non-equilibrium geometry, with the ωB97M-V functional and the def2-TZVPD basis.

Values from the calculation:
**Energy relative to the best compared isomer or geometry (same formula, charge and spin)**: 2.934 eV
**Multiplicity**: 2
**HOMO-LUMO gap (spin up / spin down)**: 8.5 / 9.2 eV
**<S²>**: 0.754
**LUMO (spin up / spin down)**: 0.914 / 0.350 eV

The geometry in XYZ format:
```
17
C3H10N3O (the ωB97M-V functional and the def2-TZVPD basis)
O 0.181 -2.973 -2.262
N -0.872 2.289 0.887
N 1.528 0.505 1.050
N -0.385 0.288 2.303
C 0.081 0.847 1.098
C -0.455 -1.750 -2.376
C 0.043 -0.691 -1.743
H -0.314 -3.648 -2.739
H 1.934 1.193 1.674
H -0.444 0.281 -1.816
H 0.024 0.786 3.102
H -1.405 -1.710 -2.930
H -0.201 2.971 1.219
H -0.801 2.293 -0.120
H -1.381 0.493 2.274
H 0.917 -0.741 -1.084
H 1.551 -0.433 1.463
```

***

Computed, not measured: 2 unconnected molecules or ions with the total composition C3H10N3O in a non-equilibrium geometry, with the ωB97M-V functional and the def2-TZVPD basis.

Values from the calculation:
**Energy relative to the best compared isomer or geometry (same formula, charge and spin)**: 0.307 eV
**HOMO-LUMO gap**: 11.0 eV
**LUMO**: -3.308 eV
**Charge**: +1

The geometry in XYZ format:
```
17
C3H10N3O (the ωB97M-V functional and the def2-TZVPD basis)
O -0.397 -0.875 0.044
N 1.037 0.211 1.446
N -0.372 -0.171 -2.571
N -0.056 1.641 -1.192
C 0.040 -0.658 1.180
C -0.583 -1.315 2.378
C 0.045 1.047 -2.365
H 1.509 0.138 2.331
H 1.540 0.633 0.683
H -0.072 2.648 -1.180
H -0.377 1.095 -0.395
H 0.152 -1.939 2.896
H -0.645 -0.788 -1.801
H -1.357 -1.994 2.031
H -0.962 -0.615 3.119
H 0.555 1.549 -3.177
H -0.058 -0.609 -3.427
```

***

Repeat the first record exactly.
Computed, not measured: 2 unconnected molecules or ions with the total composition C3H10N3O, with the ωB97M-V functional and the def2-TZVPD basis.

Values from the calculation:
**Energy relative to the best compared isomer or geometry (same formula, charge and spin)**: 1.655 eV
**HOMO-LUMO gap**: 6.2 eV
**LUMO**: 3.756 eV
**Charge**: -1

The geometry in XYZ format:
```
17
C3H10N3O (the ωB97M-V functional and the def2-TZVPD basis)
O -1.086 0.328 -1.504
N 2.191 0.682 0.427
N 2.370 -1.679 0.240
N -3.007 0.044 -0.169
C 2.864 -0.366 0.276
C -2.188 0.936 -1.073
C 0.806 0.563 0.850
H 0.705 -0.087 1.734
H 2.953 -2.361 0.701
H 1.398 -1.760 0.507
H -3.991 0.073 -0.436
H -2.869 1.281 -1.901
H -1.958 1.859 -0.479
H 0.172 0.145 0.038
H 0.406 1.540 1.093
H -2.712 -0.891 -0.442
H 3.946 -0.309 0.136
```

***

> energy relative to the best compared isomer or geometry (same formula, charge and spin) of number 3 (C3H10N3O)?

0.307 eV

***

Repeat the first record exactly.
Computed, not measured: 2 unconnected molecules or ions with the total composition C3H10N3O, with the ωB97M-V functional and the def2-TZVPD basis.

Values from the calculation:
**Energy relative to the best compared isomer or geometry (same formula, charge and spin)**: 1.655 eV
**HOMO-LUMO gap**: 6.2 eV
**LUMO**: 3.756 eV
**Charge**: -1

The geometry in XYZ format:
```
17
C3H10N3O (the ωB97M-V functional and the def2-TZVPD basis)
O -1.086 0.328 -1.504
N 2.191 0.682 0.427
N 2.370 -1.679 0.240
N -3.007 0.044 -0.169
C 2.864 -0.366 0.276
C -2.188 0.936 -1.073
C 0.806 0.563 0.850
H 0.705 -0.087 1.734
H 2.953 -2.361 0.701
H 1.398 -1.760 0.507
H -3.991 0.073 -0.436
H -2.869 1.281 -1.901
H -1.958 1.859 -0.479
H 0.172 0.145 0.038
H 0.406 1.540 1.093
H -2.712 -0.891 -0.442
H 3.946 -0.309 0.136
```

***

> Which of these has the highest energy relative to the best compared isomer or geometry (same formula, charge and spin)?

number 2